(a)
Density functional theory data (ωB97M-V/def2-TZVPD) for a cluster of 3 separate species, C3H6INO2 in total.

Output
HOMO energy: -0.35349 Ha
Net charge: 0
Orbital gap: 9.3 eV

Each line ends with the Löwdin charge.
Positions of all 13 atoms, in Å:
I 2.072 -1.258 -0.296  0.904
O 2.169 1.766 -0.389  -0.003
O 0.104 2.291 -0.206  0.051
N 1.034 1.546 -0.087  -0.484
C -1.183 -1.280 1.077  -0.094
C -0.546 0.067 0.868  -0.163
C 0.661 0.188 0.353  -0.640
H 0.234 -0.146 -2.708  0.040
H -1.668 -1.529 2.008  0.069
H -2.087 -1.159 0.360  0.121
H 0.823 0.614 -2.843  0.054
H -0.486 -2.064 0.774  0.019
H -1.125 0.964 1.089  0.126



(b)
Density functional theory data (ωB97M-V/def2-TZVPD) for a structure of composition C3H6INO2.

Output
HOMO energy: -0.35180 Ha
Net charge: 0
Orbital gap: 9.3 eV

Each line ends with the Löwdin charge.
Positions of all 13 atoms, in Å:
I -1.201 1.310 -1.897  0.932
O -2.312 0.337 0.559  -0.054
O -0.969 -1.272 1.244  0.056
N -1.254 -0.314 0.513  -0.470
C -0.249 0.103 -0.421  -0.805
C 0.736 1.126 0.865  0.050
C 0.525 -1.053 -0.885  -0.132
H -0.115 -1.860 -0.861  0.057
H 1.338 -1.179 -0.247  0.057
H 0.936 -0.940 -1.998  0.129
H 1.447 1.646 0.223  0.054
H 1.079 0.309 1.492  0.054
H 0.038 1.786 1.413  0.071



(b) ends up most stable, edging out the next structure by 94.4 kJ/mol.



(a)
Density functional theory data (ωB97M-V/def2-TZVPD) for the molecule C3H2N2O2S.

Output
HOMO energy: -0.38254 Ha
Net charge: 0
Orbital gap: 9.8 eV
SMILES string: [H]/N=C1/NC(=O)C(=O)S1

Each line ends with the Löwdin charge.
Positions of all 10 atoms, in Å:
S -0.378 -1.677 0.105  1.091
O 2.227 -1.743 -0.064  0.039
O 2.122 1.276 0.022  0.179
N -2.267 0.295 -0.108  0.104
N -0.011 0.994 0.151  0.127
C 1.214 -1.037 -0.050  -0.605
C -1.070 -0.007 -0.029  -0.647
C 1.249 0.526 -0.007  -0.498
H -0.234 1.944 0.069  0.139
H -2.851 -0.572 -0.089  0.072



(b)
Density functional theory data (ωB97M-V/def2-TZVPD) for the molecule C3H2N2O2S.

Output
HOMO energy (spin up / spin down): -0.37145 / -0.37145 Ha
Net charge: 0
Orbital gap (spin up / spin down): 8.0 / 8.0 eV

Each line ends with the Löwdin charge.
Positions of all 10 atoms, in Å:
S -2.067 -0.171 -0.030  0.710
O -2.911 -0.320 1.109  -0.275
O -2.609 -0.258 -1.344  -0.274
N -0.505 -0.756 0.148  0.001
N 0.501 1.367 0.046  0.076
C 1.775 -0.666 0.019  0.274
C -0.486 0.583 0.119  -0.505
C 1.710 0.621 -0.012  -0.200
H 2.035 -1.686 0.042  0.062
H 2.560 1.284 -0.096  0.130



(a) ends up most stable, edging out the next structure by 605.7 kJ/mol.



(a)
Density functional theory data (ωB97M-V/def2-TZVPD) for a cluster of 2 separate species, C4H6F2O in total.

Output
HOMO energy: -0.35585 Ha
Net charge: 0
Orbital gap: 10.5 eV

Each line ends with the Löwdin charge.
Positions of all 13 atoms, in Å:
F -0.289 -0.803 1.112  -0.019
F -1.697 1.548 0.370  -0.036
O -2.447 -0.213 -0.586  0.069
C -2.015 0.940 -0.794  -0.178
C 1.056 -1.493 -0.562  0.091
C 0.728 -0.466 0.250  -0.371
C 1.125 0.962 0.397  -0.026
H -2.365 -0.718 0.280  0.154
H 1.497 1.439 -0.465  0.074
H 0.246 1.527 0.675  0.052
H 1.813 1.009 1.277  0.106
H 1.869 -1.435 -1.277  0.070
H 0.480 -2.296 -0.678  0.014



(b)
Density functional theory data (ωB97M-V/def2-TZVPD) for the molecule C4H6F2O.

Output
HOMO energy: -0.35121 Ha
Net charge: 0
Orbital gap: 10.3 eV
SMILES string: C[C@]1(F)C[C@]1(O)F

Each line ends with the Löwdin charge.
Positions of all 13 atoms, in Å:
F 0.353 1.690 -0.150  0.076
F -1.315 -1.505 -0.260  0.034
O -2.212 0.563 0.095  0.118
C 1.369 -0.372 -0.828  0.004
C -0.131 -0.044 1.307  0.039
C -1.143 -0.192 0.226  -0.475
C 0.304 0.369 -0.054  -0.450
H 0.190 -1.003 1.679  0.125
H 1.543 0.216 -1.737  0.081
H -0.190 0.839 1.917  0.128
H 2.368 -0.289 -0.476  0.061
H 1.092 -1.457 -1.064  0.117
H -2.228 1.187 -0.654  0.141



(b) ends up most stable, edging out the next structure by 157.7 kJ/mol.



(a)
Density functional theory data (ωB97M-V/def2-TZVPD) for a cluster of 2 separate species, CH6OS2 in total.

Output
HOMO energy (spin up / spin down): -0.48589 / -0.48590 Ha
Net charge: +1
Orbital gap (spin up / spin down): 7.2 / 4.2 eV
Spin multiplicity: 2

Each line ends with the Löwdin charge.
Positions of all 10 atoms, in Å:
S -2.738 0.026 -0.075  0.605
S -3.619 -1.169 -1.464  0.618
O 2.994 0.558 -0.118  -0.095
C 1.840 0.438 0.678  -0.184
H -4.690 -0.767 -0.750  -0.125
H -1.417 -0.033 -0.374  -0.114
H 1.710 -0.629 0.888  0.080
H 1.907 0.924 1.652  0.083
H 3.074 -0.230 -0.660  0.080
H 0.939 0.882 0.224  0.052



(b)
Density functional theory data (ωB97M-V/def2-TZVPD) for a cluster of 2 separate species, CH6OS2 in total.

Output
HOMO energy (spin up / spin down): -0.49568 / -0.49448 Ha
Net charge: +1
Orbital gap (spin up / spin down): 7.9 / 3.9 eV
Spin multiplicity: 2

Each line ends with the Löwdin charge.
Positions of all 10 atoms, in Å:
S 3.101 -0.201 -0.023  0.591
S 2.900 1.473 1.075  0.585
O -1.222 -0.562 -1.218  -0.133
C -1.953 -0.244 -0.030  -0.149
H -0.930 -1.475 -1.167  0.065
H 2.583 2.291 0.048  -0.092
H -2.289 -1.148 0.469  0.082
H 2.084 -0.862 0.586  -0.096
H -1.410 0.461 0.600  0.065
H -2.864 0.267 -0.340  0.081



(a) ends up most stable, edging out the next structure by 12.3 kJ/mol.



(a)
Density functional theory data (ωB97M-V/def2-TZVPD) for a structure of composition C27H34GeN5NiS.

Output
HOMO energy (spin up / spin down): -0.33462 / -0.33401 Ha
Net charge: +1
Orbital gap (spin up / spin down): 6.8 / 6.5 eV
Spin multiplicity: 3

Each line ends with the Löwdin charge.
Positions of all 69 atoms, in Å:
Ge 2.343 -3.178 -0.396  0.828
Ni 0.005 -0.300 -0.273  0.289
S 3.012 0.575 -1.214  0.715
N -0.200 1.196 -1.638  0.043
N 4.694 0.973 -3.205  0.056
N 0.096 1.517 1.118  -0.173
N -2.009 -0.233 0.351  0.074
N 0.737 -1.420 1.367  -0.172
C -4.332 -0.712 0.047  -0.047
C 0.165 2.406 -1.215  -0.257
C 0.283 3.480 -2.090  -0.011
C -4.669 0.413 0.785  -0.044
C 4.540 0.232 -5.433  -0.055
C -0.649 -2.822 2.811  -0.066
C 3.518 0.407 -2.802  -0.744
C -1.222 1.659 1.715  -0.094
C -0.425 -1.962 3.907  -0.047
C 2.141 -1.912 1.128  -0.224
C 0.936 -2.861 -1.733  -0.209
C -2.994 -0.991 -0.144  -0.105
C 5.206 0.902 -4.462  -0.063
C -2.332 0.842 1.072  -0.218
C -0.360 2.031 -3.871  -0.048
C -0.123 -2.537 1.598  -0.114
C 4.121 -2.938 -1.175  -0.208
C 2.196 -4.995 0.312  -0.215
C 1.120 0.956 2.019  -0.112
C 3.313 -0.378 -5.090  -0.036
C -3.655 1.198 1.302  -0.011
C 0.028 3.292 -3.433  -0.042
C 0.710 -0.431 2.422  -0.222
C 0.506 2.607 0.254  -0.126
C 2.816 -0.294 -3.822  -0.091
C -0.465 1.021 -2.939  -0.118
C 0.207 -0.730 3.647  -0.041
H -1.174 1.346 2.760  0.128
H 4.946 0.172 -6.431  0.112
H 6.151 1.402 -4.612  0.133
H 0.581 4.449 -1.709  0.124
H -3.879 2.084 1.884  0.121
H 4.067 -2.325 -2.074  -0.007
H -0.273 -3.173 0.736  0.093
H -2.682 -1.856 -0.717  0.113
H -0.794 -2.202 4.893  0.103
H 2.771 -1.047 0.930  0.016
H 1.220 -5.174 0.765  0.013
H 2.353 -5.740 -0.469  0.024
H 2.759 -0.922 -5.845  0.119
H -5.706 0.674 0.953  0.116
H 0.251 0.030 4.419  0.121
H 4.548 -3.906 -1.439  0.024
H -5.088 -1.358 -0.376  0.111
H 0.103 -3.554 -1.605  0.023
H 1.261 1.567 2.920  0.136
H 2.957 -5.149 1.080  0.026
H -1.256 -3.711 2.920  0.113
H 5.206 1.470 -2.488  0.139
H 2.493 -2.388 2.049  0.097
H -0.773 0.023 -3.227  0.115
H 0.121 4.113 -4.132  0.115
H 0.525 -1.840 -1.695  -0.026
H -1.531 2.709 1.725  0.129
H 1.587 2.743 0.327  0.114
H -0.584 1.838 -4.910  0.111
H 0.057 3.556 0.572  0.130
H 1.879 -0.756 -3.548  0.083
H 1.341 -3.022 -2.734  0.022
H 4.792 -2.444 -0.472  0.025
H 2.064 0.947 1.471  0.088



(b)
Density functional theory data (ωB97M-V/def2-TZVPD) for a structure of composition C27H34GeN5NiS.

Output
HOMO energy (spin up / spin down): -0.32309 / -0.33180 Ha
Net charge: +1
Orbital gap (spin up / spin down): 6.2 / 6.5 eV
Spin multiplicity: 3

Each line ends with the Löwdin charge.
Positions of all 69 atoms, in Å:
Ge 1.934 -0.854 -3.863  0.799
Ni 0.067 -0.522 -0.224  0.245
S -1.175 -1.725 -2.285  0.777
N -1.552 1.095 0.095  -0.181
N 1.008 0.882 -1.610  -0.159
N 0.814 0.435 1.471  0.073
N -2.649 -3.907 -2.303  0.060
N -1.351 -1.570 0.842  0.043
C -1.262 1.763 1.351  -0.096
C -1.161 -2.708 1.513  -0.116
C 1.569 1.639 3.850  -0.043
C -3.419 -2.762 2.253  -0.044
C -0.547 -4.238 -1.318  -0.088
C -2.997 -5.202 -2.101  -0.060
C -3.617 -1.568 1.578  -0.007
C 3.599 -0.075 -4.522  -0.214
C -1.233 1.880 -1.103  -0.111
C 2.380 0.678 3.261  -0.045
C -2.564 -0.998 0.879  -0.243
C 0.038 1.362 2.032  -0.223
C 0.259 2.046 -1.192  -0.220
C -1.457 -3.349 -1.946  -0.685
C -0.875 -5.545 -1.104  -0.033
C 0.843 0.614 -3.073  -0.257
C 2.347 -2.258 -2.557  -0.229
C 2.279 3.191 -0.500  -0.053
C 1.963 0.108 2.077  -0.107
C 0.888 3.149 -0.706  -0.044
C 3.003 2.007 -0.746  -0.074
C 0.387 1.984 3.226  -0.011
C 0.918 -1.540 -5.378  -0.216
C -2.163 -3.344 2.224  -0.045
C -2.754 0.290 0.099  -0.138
C -2.132 -6.054 -1.496  -0.050
C 2.389 0.918 -1.264  -0.122
H 3.405 -2.237 -2.288  0.026
H -2.404 -7.085 -1.336  0.113
H -2.079 1.579 2.056  0.137
H -3.978 -5.489 -2.451  0.134
H 2.566 -0.638 1.576  0.114
H 1.108 1.529 -3.616  0.098
H 2.924 0.004 -1.478  0.087
H 3.391 0.692 -5.269  0.025
H -0.208 0.408 -3.272  0.012
H 4.210 -0.847 -4.993  0.024
H -0.158 -6.206 -0.632  0.121
H 0.097 -2.175 -5.044  -0.004
H 1.859 2.113 4.778  0.116
H 1.577 -2.120 -6.024  0.024
H -1.632 1.344 -1.966  0.108
H 3.317 0.377 3.708  0.111
H 0.276 4.000 -0.429  0.119
H 2.763 4.081 -0.130  0.101
H -3.625 0.823 0.506  0.131
H -0.268 2.734 3.651  0.123
H 0.417 -3.842 -1.038  0.091
H 4.060 1.948 -0.524  0.114
H 4.180 0.380 -3.720  0.014
H -0.159 -3.116 1.478  0.114
H 1.751 -2.128 -1.655  -0.038
H -4.228 -3.221 2.807  0.115
H -1.231 2.848 1.203  0.131
H -3.298 -3.284 -2.766  0.143
H -1.700 2.874 -1.079  0.134
H -4.578 -1.070 1.596  0.119
H -2.986 0.017 -0.933  0.099
H 2.126 -3.237 -2.986  0.025
H -1.954 -4.265 2.751  0.111
H 0.505 -0.720 -5.967  0.026



(b) ends up most stable, edging out the next structure by 28.4 kJ/mol.



(a)
Density functional theory data (ωB97M-V/def2-TZVPD) for the molecule C4H5NO3.

Output
HOMO energy: -0.38298 Ha
Net charge: 0
Orbital gap: 10.8 eV
SMILES string: O=CCN(C=O)C=O

Each line ends with the Löwdin charge.
Positions of all 13 atoms, in Å:
O 1.998 -1.590 -0.411  0.060
O -1.973 -1.147 -1.295  0.043
O 1.306 1.761 -0.690  0.055
N -0.135 -0.729 0.077  -0.049
C -0.602 0.692 0.569  -0.065
C 1.281 -0.983 0.360  -0.268
C -0.835 -1.413 -0.942  -0.260
C 0.367 1.868 0.093  -0.205
H -0.322 -2.315 -1.113  0.119
H -0.974 0.607 1.676  0.145
H -1.518 0.939 -0.120  0.144
H -0.092 2.790 0.314  0.093
H 1.499 -0.479 1.481  0.189



(b)
Density functional theory data (ωB97M-V/def2-TZVPD) for the molecule C4H5NO3.

Output
HOMO energy: -0.39088 Ha
Net charge: 0
Orbital gap: 10.6 eV
SMILES string: O=CC1([N+](=O)[O-])CC1

Each line ends with the Löwdin charge.
Positions of all 13 atoms, in Å:
O 2.211 -0.926 0.101  0.090
O 0.032 2.405 -0.252  0.090
O 0.688 -2.118 -0.923  0.096
N 1.080 -1.131 -0.323  -0.359
C -1.334 -0.389 -0.304  0.025
C 0.143 -0.054 -0.274  -0.285
C 0.766 1.491 -0.490  -0.073
C -0.602 0.001 0.983  -0.075
H -1.512 -1.391 -0.282  0.078
H 1.693 1.620 -0.857  0.087
H -1.935 0.362 -0.699  0.099
H -0.434 -0.743 1.817  0.146
H -0.796 0.873 1.503  0.082



(c)
Density functional theory data (ωB97M-V/def2-TZVPD) for the molecule C4H5NO3.

Output
HOMO energy: -0.33577 Ha
Net charge: 0
Orbital gap: 9.9 eV
SMILES string: C=C1NC(=O)OCO1

Each line ends with the Löwdin charge.
Positions of all 13 atoms, in Å:
O -0.654 1.089 -0.406  0.009
O 1.684 0.948 -0.287  0.068
O 2.683 -1.050 -0.190  0.129
N 0.425 -0.926 0.064  0.171
C 0.543 1.604 0.192  -0.146
C -0.802 -0.252 -0.188  -0.396
C -1.973 -0.857 -0.127  0.065
C 1.669 -0.411 -0.190  -0.540
H -2.982 -0.390 -0.260  0.086
H -1.994 -1.944 0.012  0.063
H 0.471 1.498 1.292  0.155
H 0.562 2.642 -0.169  0.151
H 0.368 -1.950 0.256  0.186



(c) ends up most stable, edging out the next structure by 141.5 kJ/mol.